Formula: C56H108O16
Source: the Open Molecules 2025 dataset
Level of theory: ωB97M-V/def2-TZVPD

Properties
DFT total energy = -92576.5344 eV

```
180
Properties=species:S:1:pos:R:3:forces:R:3
H 3.81195 6.03716 2.11681 0.1 -0.5 -0.2
H -1.08423 0.39126 1.29978 0.2 -0.1 0.2
H -2.12394 3.03057 -5.28808 -0.2 0.1 -0.1
H 1.73993 0.34772 4.60495 0.2 0.1 0.0
C 1.13199 -5.78175 -0.53749 -0.8 0.2 0.1
H -1.23027 -1.40123 -1.11036 -0.3 -0.6 0.0
H -3.82599 -1.30389 -1.71505 0.2 0.2 0.0
H 1.90889 -5.55991 -1.26915 0.1 -0.3 -0.1
C 2.82021 -3.27805 -4.18632 -1.6 -0.3 -0.2
O 0.61915 -1.16788 -0.37688 1.5 -0.8 -0.1
H -4.64303 -2.41441 -4.34575 0.2 -0.2 -0.3
H 1.52508 -2.39609 -2.58037 0.5 1.0 0.2
C 0.07718 -6.70543 -1.14856 0.2 -0.5 -0.6
H 1.10741 6.31642 0.78236 0.0 -0.1 -0.1
H 2.47876 -0.43588 -5.85366 -0.6 -0.1 0.0
H 1.77460 -3.48198 4.70642 0.2 -0.3 -0.1
H -4.70731 2.12645 -0.82622 0.5 0.7 0.4
H 0.68507 -3.35755 -3.61998 -0.4 0.2 -0.9
H -4.24667 4.59465 -0.77445 0.1 0.3 0.6
H -3.92145 -4.55634 -3.76325 -0.1 -0.3 0.2
H 1.58040 -6.19487 0.36604 0.0 0.2 0.0
C 6.14138 -2.56074 0.57489 0.2 -0.9 0.8
H 6.84309 2.68658 -3.42412 0.2 0.1 0.5
H -5.26026 1.58035 1.89404 -0.4 -0.2 0.1
C 4.58422 0.60741 2.95920 0.4 -2.0 -2.1
C 5.24354 1.21713 -1.04156 -1.2 0.3 0.8
H -1.03414 -1.92499 0.61544 0.0 -0.2 -0.1
H 7.12021 -3.03690 0.63200 -0.2 -0.2 0.2
C 6.61127 1.80600 -2.82500 -1.5 -0.5 0.9
C -2.52312 2.03541 -5.48408 -0.2 -0.2 -0.5
O -5.04604 -3.95018 -2.15483 0.0 -0.9 0.5
H -2.98155 7.17288 -0.33427 -0.4 -0.1 -0.6
C 1.49546 -2.62902 -3.64478 1.4 -1.3 0.2
H 6.27647 2.54047 4.33345 0.1 -0.2 -0.4
C -2.73578 1.22592 -4.20701 0.7 1.0 0.4
H 6.17051 -0.62202 3.92436 -0.5 -0.5 -0.6
H -3.81086 5.58949 -2.09065 0.2 0.2 -0.2
H -3.63693 0.62488 -4.32865 0.4 -0.6 0.2
H -0.35524 -1.85933 4.48302 -0.1 -0.1 -0.1
H 0.07338 2.02538 -0.03685 -0.1 0.1 0.1
C -0.77556 -5.74400 -1.96947 1.1 -0.4 -0.3
C 5.17402 -0.22207 4.11183 -0.9 0.7 0.0
H 0.57616 -7.46589 -1.74925 -0.1 0.0 -0.3
C -5.42416 1.14559 0.90803 -0.2 -2.1 0.8
H 4.37193 -0.39170 -2.12478 -0.1 -0.1 -0.3
H -2.92397 -4.05611 -2.39570 -0.1 0.2 0.5
C -1.48562 3.78102 2.58870 0.5 -0.3 -0.3
C 4.49083 0.68328 -2.26039 0.5 -0.8 0.5
H -0.16729 -0.54696 3.29842 -0.2 0.2 0.2
H -4.58136 0.47727 0.73157 0.2 0.0 -0.1
H 3.40137 -3.82528 -3.44410 0.2 0.4 0.0
H 4.52070 1.67016 -0.36305 0.1 0.4 0.1
H 5.65637 -2.08757 -1.41942 -0.3 -0.1 -0.3
C -1.78124 2.12636 4.24745 -2.4 0.7 -1.2
H -3.94568 2.05702 3.88100 -0.2 0.3 0.2
C -2.62217 6.14551 -0.39315 0.6 0.6 0.1
C 0.32923 -4.49205 -0.30699 -0.2 -0.6 0.2
O -7.08876 0.58564 -0.64446 0.1 -0.8 -0.7
C 1.12985 0.14059 -0.21218 0.1 0.6 -0.2
C 2.46236 3.57002 1.44795 0.7 0.4 1.3
C -2.88841 3.25819 2.36928 0.1 -0.3 0.8
O 5.37563 -3.25688 2.82539 -0.8 -0.2 -3.0
H 3.22003 4.14864 3.43628 -0.2 -0.3 0.1
C -0.99454 4.92940 -1.53126 -0.8 -0.4 -0.6
H 1.99125 2.60952 1.65676 -0.9 0.1 -0.7
H -5.21015 -0.83887 -2.67370 0.2 0.1 -0.3
H -6.62462 2.14940 -2.01546 0.0 -0.6 0.0
H -4.50550 -4.25110 2.16427 0.0 -0.2 -0.2
O 6.16546 2.17971 -1.46145 1.0 0.3 -1.9
H 6.19625 0.79095 5.78111 0.3 -0.4 -0.2
H 2.32681 6.52846 2.82906 0.0 0.3 -0.1
C -6.70830 0.28440 0.70883 0.0 0.6 -0.7
C -3.96323 -3.32045 1.99718 -0.3 0.6 -0.2
H -1.71456 -6.19276 -2.29350 -0.6 0.6 0.9
C -4.06983 -2.50541 4.15718 0.0 1.0 0.0
C -5.41922 -2.67775 -1.67162 -0.4 0.5 0.5
H 3.47545 3.27804 1.17136 0.3 0.3 0.0
C 5.39210 -2.84180 -0.67821 1.1 0.6 -1.6
C -3.95452 -2.42377 -3.50078 0.7 -0.7 -0.9
O 1.91065 4.41874 0.45746 -1.0 -0.6 -0.7
H -5.95892 -1.58138 3.64686 -0.2 0.1 -0.1
H -1.38299 -0.29317 -3.41953 -0.2 -0.4 -0.1
O 1.30028 -1.56691 -4.53613 -2.3 0.4 -0.2
C 1.31273 -2.08152 3.16499 0.1 -0.2 0.1
H -2.50917 5.90215 0.66331 0.2 -0.7 0.2
H 4.39332 -0.92040 4.41338 0.5 -0.6 -0.3
H -3.00142 -1.97022 -3.77277 0.0 -0.2 -0.3
H -4.66726 -3.34677 4.50832 0.0 0.0 0.1
C 5.15015 -3.11716 1.61575 1.4 1.3 3.1
H -3.44944 2.03763 -6.05856 -0.1 0.6 0.0
H 3.48269 1.08212 -2.37293 0.2 0.3 0.1
H 0.69442 -0.19760 5.94791 0.0 -0.2 -0.1
H -2.83080 1.78747 -3.27764 -0.5 0.4 -0.3
H -3.28496 3.67001 4.40354 -0.4 -0.2 0.3
C -1.14222 0.21023 0.22648 -0.6 0.6 0.5
C -1.17526 0.12618 -5.60646 0.1 1.2 0.5
H 4.41700 -1.86393 -4.45967 0.1 0.1 0.0
C -4.93619 -1.60778 3.27078 -0.1 -0.7 0.3
H -2.25962 -2.33228 2.85033 -0.2 0.4 0.2
H -5.63559 3.13238 0.43386 0.4 0.4 -0.8
O -0.81085 -4.52702 -1.20602 0.0 -0.3 -0.2
O -1.56684 1.33164 -6.30143 0.2 -0.1 0.5
H -0.56597 1.15120 -3.73928 -0.2 0.6 -0.4
H -6.59683 -0.79926 0.74544 0.4 0.1 0.1
H -1.84752 1.06812 3.99479 0.5 -0.2 0.0
H 6.34864 -1.50027 0.71816 -0.5 0.1 0.3
O -1.34304 6.22227 -1.05689 -0.1 0.1 0.5
C -6.73191 1.92494 -0.95423 -2.0 0.0 1.1
C -2.33389 4.14515 -1.55435 1.9 -1.1 0.3
H 2.80333 -0.26940 -4.12019 0.0 0.3 0.0
C -0.06520 1.03907 -0.47966 -0.3 0.4 0.7
C -5.54036 2.20288 -0.12744 1.4 1.0 -0.4
H 3.52510 -1.80767 -0.32811 -0.2 0.0 0.0
H -3.59384 4.02397 2.04672 0.0 -0.1 0.0
O -4.89970 -2.22519 2.00075 -0.2 -0.1 -0.8
H 5.63168 -3.81379 -1.10941 0.1 -0.1 0.1
H -0.59626 4.97529 -2.54485 0.1 0.5 -0.1
H 3.43875 -3.51805 -0.91997 -0.6 0.2 0.3
H -0.30361 1.19013 -1.53249 0.2 -0.3 -0.1
O 3.93329 -3.25168 1.05793 0.1 -0.6 1.1
H 2.77052 6.26636 0.09002 -0.3 0.1 -0.4
H 1.47076 4.39583 3.22170 0.0 0.0 -0.1
H -0.23091 4.41725 -0.94588 0.0 0.2 0.4
C 5.27986 0.80178 5.19101 0.8 1.0 1.8
H 4.54256 0.66914 5.98278 -0.6 0.3 -0.4
C -3.85494 -3.85975 -2.92752 -0.5 1.0 -1.2
C 2.06925 5.80361 0.78441 1.2 -0.6 0.9
O -0.87101 2.80926 3.43259 1.8 -0.2 0.1
H -2.95319 2.36946 1.74155 0.3 0.3 -0.5
H 3.70609 -2.34935 -5.97233 0.0 -0.4 0.1
H -0.55733 -7.29360 -0.48557 0.2 0.4 0.6
H 5.70907 0.46740 -0.40180 0.3 -0.5 -0.4
H -1.84074 -0.65624 -5.97123 -0.1 -0.4 0.5
C 5.40169 1.04735 -3.42105 -0.1 0.2 -1.1
H -0.29211 -5.59257 -2.93459 0.4 0.5 -0.2
C 2.75582 5.77298 2.17081 -0.9 2.0 0.2
C 0.36520 -1.23165 3.95854 -0.7 1.6 0.3
H -3.47482 -3.32103 1.02273 0.0 -0.2 0.0
H -0.06368 -4.47398 0.70957 -0.1 0.1 0.1
H -0.15291 -0.13659 -5.87822 -0.1 0.2 0.1
O 4.18346 0.18927 1.87254 0.4 0.6 1.9
H -1.45367 4.74535 3.09579 -0.4 0.3 0.1
C -3.39098 5.11647 -1.20293 -1.2 0.8 -0.6
H -4.56645 -0.58610 3.18380 0.2 0.1 0.1
H -2.53207 -3.91392 3.50648 0.0 -0.1 0.0
H -7.53064 0.54178 1.37637 -0.1 0.3 0.2
H 2.49706 -4.00415 -4.93228 0.1 -0.2 0.1
H -7.55626 2.53251 -0.58088 -0.3 0.4 -0.2
H 7.45327 1.11558 -2.77549 0.3 0.2 0.2
H -6.47251 -2.44750 -1.83188 -0.2 -0.6 -0.2
H 1.88635 -1.56310 2.39668 -0.1 0.4 0.1
C 2.44195 4.43415 2.72834 0.9 -1.2 -0.3
C 3.47068 -2.12912 -4.93109 1.8 0.1 -0.2
C -1.39068 0.54579 -4.11537 0.1 -2.5 -0.8
H -2.42787 3.61646 -2.50291 -0.3 0.0 0.2
H 0.78025 -2.88444 2.65519 0.0 -0.1 0.0
C 2.21674 -2.59040 4.26178 -0.8 0.1 0.6
H 3.18569 -2.82407 3.82061 0.4 0.3 0.8
C -3.04812 -3.02090 3.15391 0.5 -0.6 0.3
O 2.15731 -1.60031 5.36635 0.5 0.6 -0.7
H 0.94272 -3.60224 -0.44830 -0.3 0.1 -0.2
H -2.26129 3.43799 -0.72807 -0.2 -0.5 -0.1
C 5.26712 2.15810 4.48548 0.0 -0.3 0.7
H -2.18850 0.38318 -0.02544 0.0 0.4 -0.3
H -0.84809 3.90864 1.71384 0.0 -0.3 -0.2
C -0.76595 -1.19305 -0.14642 -0.3 0.3 -0.4
C 3.95738 -2.80698 -0.27694 -0.4 0.1 -1.1
H -5.24088 -2.48258 -0.61417 0.0 -0.8 0.4
H -1.66298 2.24138 5.32489 0.5 0.2 0.0
C -3.13082 2.77630 3.79888 -0.2 -0.2 0.6
H 4.83805 1.63093 -4.14896 0.1 0.6 0.2
H 1.99117 0.35812 -0.84378 -0.1 -0.4 -0.5
C -4.58139 -1.68657 -2.40136 -0.1 1.9 1.1
C 2.50521 -0.96747 -4.90244 0.7 -0.3 1.0
C 1.21926 -0.50383 5.04300 0.5 -2.3 -1.5
H 1.53924 0.26303 0.79057 -0.3 0.1 0.4
H 5.69527 0.21444 -4.05993 0.3 -0.4 0.4
O 4.63425 1.89902 3.22460 -0.2 1.2 0.2
H 4.76412 2.92540 5.07399 -0.5 0.0 -0.4
H -3.72863 -1.91995 5.01095 0.4 -0.3 0.1
```
Forces are in eV/Å.

Löwdin atomic charge list, values in e, 4 entries:
1 H 0.1128
2 H 0.0973
3 H 0.1145
4 H 0.1045